(1)
C21H29FeN4OS | ωB97M-V with the def2-TZVPD basis set

Geometry as XYZ:
```
57
Properties=species:S:1:pos:R:3:forces:R:3
Fe 0.42927 0.16690 -0.62217 -0.8 0.2 0.1
C -1.47003 -0.20860 2.09353 0.0 0.1 0.0
C -0.04713 -0.19610 2.54283 -0.1 0.1 0.0
C 0.29707 -0.16400 3.90433 0.2 0.0 0.1
C 1.61797 -0.12670 4.26783 -0.2 0.0 -0.2
C 2.61507 -0.20410 3.27383 -0.5 0.0 -0.6
C 3.99407 -0.24050 3.56793 0.0 0.0 -0.2
C 4.91627 -0.41270 2.56263 0.1 0.0 -0.3
C 4.50377 -0.55360 1.23803 0.4 0.0 0.3
C 3.15687 -0.48070 0.89713 -0.7 -0.2 -1.2
S 2.65257 -0.74260 -0.73867 0.6 0.1 0.5
C 2.18387 -0.28680 1.92253 -0.1 0.1 0.8
N 0.87317 -0.22770 1.59043 -0.1 0.2 -0.7
H -2.13943 0.10990 2.88633 -0.1 0.1 0.0
H -1.74503 -1.22450 1.80623 0.0 0.0 -0.1
H -1.58813 0.44300 1.22073 -0.1 -0.1 0.1
H -0.48303 -0.15440 4.64993 -0.1 0.0 0.0
H 1.90887 -0.05210 5.30563 0.0 0.0 0.1
H 4.31147 -0.15550 4.59423 0.1 0.0 0.2
H 5.96777 -0.45860 2.79553 0.1 0.0 0.0
H 5.23097 -0.73290 0.46043 0.1 0.0 -0.1
C 3.09497 3.72570 -0.81427 -0.2 -0.1 -0.1
C 3.10217 2.90030 -2.10287 -0.2 -0.1 0.1
C 1.63887 2.50030 -2.23847 0.1 0.1 -0.7
O 1.17817 2.27620 -0.88937 -0.4 -1.1 0.0
C 1.94127 3.12060 -0.00387 0.2 0.3 0.8
H 2.89027 4.77270 -1.03047 0.0 0.0 0.0
H 4.04137 3.66170 -0.28277 0.0 0.0 0.0
H 3.72897 2.01330 -1.99527 0.0 0.0 0.0
H 3.44427 3.47360 -2.96027 0.0 0.0 0.0
H 1.48117 1.57640 -2.80947 0.0 0.2 0.1
H 1.04167 3.30550 -2.68377 0.1 -0.2 0.1
H 2.29267 2.49380 0.82123 0.0 0.1 -0.1
H 1.27337 3.88770 0.39733 0.1 -0.1 0.0
C -3.27633 -3.69700 -0.64397 0.1 0.0 -0.3
C -1.91363 -3.82730 -1.30657 -0.2 -0.4 0.1
N -1.35003 -2.49860 -1.42377 0.2 0.0 0.1
C -2.09143 -1.38090 -1.59417 0.3 0.0 0.2
N -1.40263 -0.24630 -1.68737 1.7 0.3 1.0
C -2.13093 0.96810 -1.99827 -0.4 0.4 -0.2
C -3.49923 0.97470 -1.32177 0.2 -0.1 -0.2
C -4.24993 -0.26520 -1.78077 -0.2 0.5 -0.1
N -3.42813 -1.45360 -1.60607 0.5 0.0 0.1
C -4.12133 -2.72290 -1.45297 -0.2 -0.6 0.1
H -3.14313 -3.31320 0.36923 -0.1 0.0 0.1
H -3.77163 -4.66450 -0.58577 0.0 0.0 0.0
H -2.00873 -4.29470 -2.29357 0.0 0.0 0.1
H -1.23953 -4.43620 -0.69997 -0.1 0.0 -0.1
H -0.35853 -2.40750 -1.60467 -0.3 0.0 -0.1
H -2.25783 1.03690 -3.08617 0.0 0.2 0.1
H -1.52273 1.82220 -1.67707 -0.2 0.0 -0.1
H -4.05473 1.86980 -1.58987 -0.1 0.0 0.0
H -3.38443 0.96010 -0.23737 0.0 0.0 0.1
H -4.53113 -0.16560 -2.83437 0.0 0.0 0.1
H -5.17043 -0.39200 -1.20587 0.1 -0.1 0.0
H -4.36953 -3.14300 -2.43487 0.0 0.0 0.1
H -5.05943 -2.52890 -0.93067 0.0 0.0 -0.1
```
Forces are in eV/Å.

Summary:
Relative energy (zero: lowest compared OMol25 entry of this formula, charge and spin) ... 75.3 kJ/mol
Total charge ... +2
Orbital gap (spin up / spin down) ... 8.177 / 5.814 eV
Highest occupied orbital energy (spin up / spin down) ... -14.64 / -14.73 eV
2S+1 ... 6
DFT total energy ... -2773.30760 hartree
LUMO (spin up / spin down) ... -6.5 / -8.9 eV
<S²> ... 8.788

Atom-resolved charges from natural (NBO), all expressed in e: atom 1 (Fe): 1.518, atom 2 (C): -0.656, atom 3 (C): 0.303, atom 4 (C): -0.240, atom 5 (C): -0.084, atom 6 (C): -0.045, atom 7 (C): -0.076, atom 8 (C): -0.208, atom 9 (C): -0.110, atom 10 (C): -0.204, atom 11 (S): 0.013, atom 12 (C): 0.146, atom 13 (N): -0.583, atom 14 (H): 0.254, atom 15 (H): 0.248, atom 16 (H): 0.213, atom 17 (H): 0.252, atom 18 (H): 0.249, atom 19 (H): 0.246, atom 20 (H): 0.257, atom 21 (H): 0.254, atom 22 (C): -0.438, atom 23 (C): -0.430, atom 24 (C): -0.077, atom 25 (O): -0.638, atom 26 (C): -0.069, atom 27 (H): 0.233, atom 28 (H): 0.240, atom 29 (H): 0.213, atom 30 (H): 0.254, atom 31 (H): 0.192, atom 32 (H): 0.204, atom 33 (H): 0.180, atom 34 (H): 0.209, atom 35 (C): -0.416, atom 36 (C): -0.218, atom 37 (N): -0.591, atom 38 (C): 0.656, atom 39 (N): -0.815, atom 40 (C): -0.233, atom 41 (C): -0.423, atom 42 (C): -0.209, atom 43 (N): -0.398, atom 44 (C): -0.211, atom 45 (H): 0.207, atom 46 (H): 0.254, atom 47 (H): 0.208, atom 48 (H): 0.225, atom 49 (H): 0.405, atom 50 (H): 0.209, atom 51 (H): 0.197, atom 52 (H): 0.249, atom 53 (H): 0.201, atom 54 (H): 0.213, atom 55 (H): 0.227, atom 56 (H): 0.215, atom 57 (H): 0.227

=====

(2)
C21H29MnN3O2SSe | ωB97M-V with the def2-TZVPD basis set

Geometry as XYZ:
```
58
Properties=species:S:1:pos:R:3:forces:R:3
Mn 0.38401 0.81378 0.45221 -0.2 -0.3 0.6
C 3.53598 0.41292 1.05466 0.1 0.0 0.0
C 2.32623 -0.49519 1.06424 0.1 0.1 0.0
C 1.66936 -0.74891 2.29063 -0.1 0.1 -0.1
C 2.19096 -0.09575 3.54470 0.1 0.0 0.2
C 0.61861 -1.67893 2.34187 0.0 0.0 0.0
C -0.19331 -1.84898 3.59901 0.0 0.0 0.0
C 0.28185 -2.41674 1.19902 0.0 0.0 0.0
C -0.76672 -3.49058 1.27970 0.0 0.0 0.0
C 0.88278 -2.12486 -0.03050 -0.1 0.0 0.1
C 0.40541 -2.81450 -1.27947 0.0 -0.1 -0.1
C 1.91924 -1.17907 -0.10491 0.0 0.2 -0.1
C 2.64758 -0.99565 -1.41674 0.1 -0.1 -0.1
H 4.44529 -0.17202 1.22080 0.0 0.0 0.0
H 3.48688 1.16417 1.83718 0.0 0.0 0.0
H 3.65889 0.94458 0.11337 0.0 0.0 0.0
H 2.11211 0.99332 3.53249 0.0 0.0 0.0
H 3.24924 -0.33115 3.67171 0.0 0.0 0.0
H 1.67892 -0.45033 4.43293 0.0 0.0 0.0
H 0.21149 -2.62481 4.25332 0.0 0.0 0.0
H -1.21813 -2.12212 3.35994 0.0 0.0 0.0
H -0.23667 -0.92487 4.17103 0.0 0.0 0.0
H -0.55908 -4.29911 0.58289 0.0 0.0 0.0
H -1.75971 -3.09576 1.04279 0.0 0.0 0.0
H -0.81465 -3.92853 2.27339 0.0 0.0 0.0
H 0.93650 -3.75541 -1.44825 0.0 0.0 0.0
H 0.56027 -2.20177 -2.16413 0.0 0.0 0.0
H -0.65462 -3.04863 -1.21967 0.0 0.0 0.0
H 3.53694 -0.38283 -1.32149 0.0 0.0 0.0
H 2.02347 -0.54926 -2.19213 0.0 0.0 0.0
H 2.96614 -1.96830 -1.79509 0.0 0.0 0.0
Se -4.02421 -1.03300 0.04918 0.3 0.1 0.1
C -2.44808 -0.36657 0.43524 -0.3 -0.1 -0.2
N -1.38037 0.06551 0.68386 0.1 0.1 0.0
C -1.36557 2.80942 -2.92815 0.0 0.0 0.1
O -1.33397 2.26092 -1.57118 0.1 0.0 -0.1
C -0.21597 1.80730 -1.13304 0.1 0.0 0.0
O 0.89729 1.77904 -1.62820 -0.1 0.1 -0.2
H -1.34988 3.89362 -2.84341 0.0 0.0 0.0
H -2.30506 2.46909 -3.35004 0.0 0.0 0.0
H -0.51537 2.44293 -3.49763 0.0 0.0 0.0
C 2.21465 5.55690 -2.24894 -0.1 0.1 0.0
C 1.40289 5.52462 -0.99907 -0.1 0.1 0.2
C 0.60011 6.53008 -0.53448 0.1 -0.2 0.0
C -0.07965 6.33320 0.68444 -0.1 0.3 0.0
N 0.00589 5.20728 1.38226 0.1 -0.1 -0.1
C 0.77181 4.22911 0.91437 0.0 -0.2 0.2
S 0.97745 2.76250 1.80395 -0.1 0.2 -0.2
N 1.46444 4.40122 -0.24225 0.0 0.0 -0.1
C -0.96336 7.40789 1.22402 0.1 0.0 -0.1
H 2.08648 6.51254 -2.75005 0.0 0.0 0.0
H 1.90812 4.75551 -2.92237 0.0 0.0 0.0
H 3.27307 5.42032 -2.02392 0.0 0.0 0.0
H 0.51043 7.45514 -1.08261 0.0 0.0 0.0
H 2.04318 3.62788 -0.54555 0.0 0.0 0.0
H -0.55765 8.39090 0.99278 0.0 0.0 0.0
H -1.10136 7.29030 2.29477 0.0 0.0 0.0
H -1.94054 7.33255 0.74074 0.0 0.0 0.0
```
Forces are in eV/Å.

Summary:
Relative energy (zero: lowest compared OMol25 entry of this formula, charge and spin) ... 62.7 kJ/mol
Total charge ... +1
Orbital gap (spin up / spin down) ... 5.919 / 6.803 eV
Highest occupied orbital energy (spin up / spin down) ... -10.36 / -10.36 eV
2S+1 ... 5
DFT total energy ... -5082.79847 hartree
LUMO (spin up / spin down) ... -4.4 / -3.6 eV
<S²> ... 6.304

Atom-resolved charges from natural (NBO), all expressed in e: atom 1 (Mn): 1.302, atom 2 (C): -0.649, atom 3 (C): -0.106, atom 4 (C): -0.081, atom 5 (C): -0.647, atom 6 (C): 0.117, atom 7 (C): -0.672, atom 8 (C): 0.015, atom 9 (C): -0.660, atom 10 (C): 0.014, atom 11 (C): -0.657, atom 12 (C): -0.065, atom 13 (C): -0.646, atom 14 (H): 0.240, atom 15 (H): 0.238, atom 16 (H): 0.215, atom 17 (H): 0.230, atom 18 (H): 0.234, atom 19 (H): 0.237, atom 20 (H): 0.237, atom 21 (H): 0.238, atom 22 (H): 0.227, atom 23 (H): 0.231, atom 24 (H): 0.252, atom 25 (H): 0.232, atom 26 (H): 0.239, atom 27 (H): 0.222, atom 28 (H): 0.241, atom 29 (H): 0.226, atom 30 (H): 0.226, atom 31 (H): 0.238, atom 32 (Se): -0.065, atom 33 (C): 0.187, atom 34 (N): -0.837, atom 35 (C): -0.264, atom 36 (O): -0.457, atom 37 (C): 0.630, atom 38 (O): -0.606, atom 39 (H): 0.200, atom 40 (H): 0.230, atom 41 (H): 0.209, atom 42 (C): -0.665, atom 43 (C): 0.314, atom 44 (C): -0.320, atom 45 (C): 0.357, atom 46 (N): -0.456, atom 47 (C): 0.328, atom 48 (S): -0.260, atom 49 (N): -0.521, atom 50 (C): -0.664, atom 51 (H): 0.252, atom 52 (H): 0.247, atom 53 (H): 0.253, atom 54 (H): 0.248, atom 55 (H): 0.445, atom 56 (H): 0.237, atom 57 (H): 0.258, atom 58 (H): 0.256